A structure of composition C14H12MnN2O4 in a non-equilibrium geometry, computed with wB97M-V/def2-TZVPD.

Output
Charge: +2
Energy in eV: -57184.04050
2S+1: 6
Kohn-Sham gap (spin up / spin down) in eV: 5.974 / 3.991
HOMO energy (spin up / spin down) in eV: -14.463 / -14.417

The geometry in XYZ format:
```
33
C14H12MnN2O4 (wB97M-V/def2-TZVPD)
O -3.1699 1.9485 -1.5411
C -2.2710 1.4119 -1.1024
Mn -0.2638 0.1412 -0.1442
C -0.2890 0.8446 1.5704
C 1.0680 0.8851 -1.1749
O -0.4905 1.2718 2.6358
O 1.7883 1.3392 -1.9815
C 1.1070 -6.2086 1.4041
N 0.6286 -4.8689 1.1032
N 1.4268 -3.8053 0.7816
C 0.6132 -2.7070 0.5983
O 1.0017 -1.5432 0.2679
C -0.7200 -3.1438 0.8624
C -0.6637 -4.4679 1.1740
C -1.7935 -5.3783 1.5435
C 2.8447 -3.7863 0.6650
C 3.5825 -4.8546 0.1496
C 4.9697 -4.7431 0.0013
C 5.6363 -3.5515 0.3176
C 4.8879 -2.4645 0.7868
C 3.5093 -2.5883 0.9586
H 1.4924 -6.7120 0.5038
H 0.2590 -6.7948 1.7916
H 1.9013 -6.1976 2.1649
H -1.5946 -2.5284 0.8326
H -1.9547 -6.2226 0.8347
H -1.7315 -5.7972 2.5745
H -2.7246 -4.7760 1.5167
H 3.0748 -5.7763 -0.1311
H 5.5400 -5.6004 -0.3614
H 6.7198 -3.4675 0.2027
H 5.3811 -1.5209 1.0318
H 2.9396 -1.7264 1.2925
```

Here are the natural (NBO) charges for atoms 1 to 4, given in e: -0.3130 0.4322 1.3546 0.3753